This record from OMol25 describes a molecular structure, C47H45Br4N2O5S2V. The level of theory is ωB97M-V with the def2-TZVPD basis set.

Last column: Löwdin charge in e.
Positions of all 106 atoms, in Å:
V 1.75333 -0.12330 2.37741  1.01
Br 7.32487 -3.31616 4.87234  0.68
C 5.74291 -2.92091 3.91907  -0.76
C 5.27990 -3.77143 2.92786  -0.76
Br 6.22158 -5.35169 2.49874  0.68
C 4.10239 -3.45654 2.23017  -0.64
Br 3.39564 -4.59058 0.89928  0.77
C 3.39875 -2.29699 2.51095  -0.41
O 2.27722 -1.92240 1.90807  -0.21
C 3.87424 -1.42703 3.52888  -0.42
O 3.15235 -0.34967 3.74961  -0.21
C 5.03145 -1.75219 4.21959  -0.65
Br 5.57815 -0.53702 5.55925  0.74
N 0.29818 -1.13543 3.69960  -0.03
C -0.59917 -0.49794 4.67338  -0.22
C 0.17306 0.18969 5.80471  -0.18
C 0.36743 1.69979 5.65871  -0.20
C 1.47432 2.13555 4.71395  -0.23
N 1.19366 1.77203 3.31672  -0.02
H -0.25480 -1.61913 2.97956  0.05
H 0.83511 -1.86776 4.15541  0.11
H -1.27284 -1.24855 5.09738  0.11
H -1.22219 0.21565 4.12909  0.12
H 1.15387 -0.28782 5.89941  0.11
H -0.35597 0.00715 6.74240  0.10
H 0.60044 2.11904 6.64084  0.11
H -0.57637 2.16045 5.34358  0.11
H 2.41824 1.66478 4.99631  0.11
H 1.59658 3.22056 4.79738  0.11
H 1.76928 2.32739 2.68891  0.08
H 0.23340 1.97334 3.03006  0.06
C -7.16626 -3.20388 -1.88258  -0.05
C -5.88200 -2.78458 -1.22117  -0.27
C -5.71192 -1.49063 -0.75010  -0.03
C -4.51128 -1.09610 -0.17381  -0.06
C -3.47251 -2.00431 -0.09202  -0.36
C -3.62364 -3.31129 -0.53622  -0.05
C -4.82905 -3.69360 -1.09379  -0.04
S -1.92845 -1.44340 0.60153  1.02
O -1.50203 -2.43974 1.64379  -0.52
C -0.88415 -1.75609 -0.83059  -0.31
C 0.07490 -2.77766 -0.72463  -0.06
C 0.89071 -3.03780 -1.78651  -0.03
C 0.80012 -2.26293 -2.96679  -0.15
C 1.66903 -2.49336 -4.06449  -0.04
C 1.61996 -1.70698 -5.17753  -0.09
C 0.69877 -0.63745 -5.24570  -0.08
C -0.15389 -0.39569 -4.20746  -0.03
C -0.13998 -1.20858 -3.04359  -0.10
C -1.02005 -0.95067 -1.94174  -0.17
C -1.97696 0.16897 -1.96813  -0.20
C -3.09194 0.15484 -2.86208  -0.14
C -3.36231 -0.93278 -3.72162  -0.04
C -4.47023 -0.94370 -4.55467  -0.12
C -5.36209 0.12039 -4.55311  -0.13
C -5.13772 1.19088 -3.69168  -0.07
C -4.03365 1.23270 -2.83930  -0.18
C -3.84147 2.31555 -1.90856  -0.06
C -2.77132 2.31651 -1.05312  -0.10
C -1.84594 1.27018 -1.05846  -0.39
S -0.45919 1.33768 0.00210  0.97
O -0.87872 1.75960 1.39868  -0.54
C 0.40598 2.76114 -0.65011  -0.36
C 0.68195 3.84486 0.16493  -0.07
C 1.44731 4.89448 -0.32650  -0.05
C 1.95858 4.86616 -1.61926  -0.28
C 2.83092 5.98257 -2.12698  -0.06
C 1.66581 3.76542 -2.42244  -0.04
C 0.89698 2.71646 -1.94755  -0.06
H -7.90557 -2.40479 -1.84453  0.07
H -7.58854 -4.08544 -1.39621  0.08
H -6.99851 -3.45511 -2.93179  0.08
H -6.51103 -0.76797 -0.86294  0.11
H -4.36776 -0.07809 0.16905  0.12
H -2.79805 -4.00745 -0.45122  0.12
H -4.95390 -4.70726 -1.45838  0.11
H 0.16260 -3.31750 0.20897  0.10
H 1.64027 -3.81609 -1.72566  0.09
H 2.38198 -3.30697 -3.99496  0.11
H 2.29119 -1.89477 -6.00649  0.10
H 0.67317 -0.00444 -6.12401  0.10
H -0.86434 0.41884 -4.25753  0.12
H -2.69481 -1.78520 -3.71415  0.11
H -4.64405 -1.79675 -5.20054  0.09
H -6.22699 0.11386 -5.20517  0.08
H -5.83725 2.02024 -3.66476  0.10
H -4.56499 3.12171 -1.88907  0.09
H -2.63226 3.12885 -0.34766  0.11
H 0.27656 3.86046 1.16869  0.10
H 1.65373 5.74924 0.30907  0.11
H 2.49492 6.95024 -1.75264  0.07
H 2.83037 6.01910 -3.21632  0.07
H 3.86484 5.84466 -1.80171  0.08
H 2.04465 3.72967 -3.43784  0.11
H 0.67669 1.86588 -2.58290  0.11
C 4.29028 -0.07644 -0.09357  -0.03
C 3.54718 1.18200 0.32763  -0.50
C 4.38440 2.06952 1.23799  -0.04
O 2.34111 0.83977 0.96940  -0.34
H 5.10506 0.17420 -0.77708  0.08
H 3.60835 -0.76447 -0.59557  0.08
H 4.71388 -0.58823 0.77502  0.08
H 3.27984 1.75125 -0.57273  0.13
H 4.62195 1.53653 2.16299  0.08
H 3.83698 2.98205 1.48791  0.07
H 5.31876 2.35887 0.75139  0.08

Values from the calculation:
* multiplicity: 4
* lowest unoccupied orbital energy (alpha / beta): 2.1 / 2.1 eV
* relative energy (zero: lowest compared OMol25 entry of this formula, charge and spin): 0.0 kcal/mol
* HOMO (alpha / beta): -2.00 / -4.91 eV
* Kohn-Sham gap (alpha / beta): 0.152 / 0.259 hartree
* total charge: -1
* ⟨S²⟩: 3.780

***

This record from OMol25 describes a molecular structure, C47H45CdCl5Ge2O3PS. The level of theory is ωB97M-V with the def2-TZVPD basis set.

Last column: Löwdin charge in e.
Positions of all 105 atoms, in Å:
Cd 0.17590 0.22498 0.24639  1.24
O 0.12565 1.36567 2.60104  -0.05
C -0.99649 0.83783 2.55684  -0.74
O -1.23402 -0.28081 2.03352  -0.12
C -2.19965 1.65300 2.95117  -0.14
C -2.55601 1.91258 4.26609  -0.02
C -3.69775 2.64882 4.54051  -0.08
C -4.47938 3.13567 3.50183  -0.09
C -4.10646 2.89484 2.18964  -0.09
C -2.95935 2.16047 1.90170  -0.31
P -2.41610 1.84480 0.17949  1.11
C -3.99716 1.24977 -0.51420  -0.35
C -4.66243 1.83136 -1.58778  -0.08
C -5.83995 1.27081 -2.06361  -0.09
C -6.36509 0.13637 -1.46791  -0.09
C -5.70323 -0.44734 -0.39657  -0.09
C -4.52166 0.09713 0.06975  -0.09
C -2.17417 3.51021 -0.51581  -0.37
C -1.80034 3.57992 -1.85930  -0.15
C -1.45528 4.79023 -2.43237  -0.08
C -1.44504 5.94513 -1.66427  -0.09
C -1.79183 5.88318 -0.32614  -0.09
C -2.15695 4.67345 0.24578  -0.09
H -1.94154 1.52943 5.07031  0.12
H -3.98240 2.83888 5.56727  0.10
H -5.37680 3.70160 3.71387  0.10
H -4.71237 3.27583 1.37619  0.11
H -4.27080 2.72694 -2.05290  0.09
H -6.34278 1.72259 -2.90807  0.10
H -7.27469 -0.30747 -1.85040  0.10
H -6.09277 -1.34772 0.05800  0.10
H -3.98880 -0.37853 0.88676  0.11
H -1.74297 2.67488 -2.45126  0.06
H -1.15926 4.82318 -3.47223  0.10
H -1.14438 6.88666 -2.10379  0.10
H -1.75715 6.77362 0.28655  0.10
H -2.39821 4.63766 1.29919  0.10
C 4.80098 0.86748 -1.59747  -0.19
C 3.71932 -0.19986 -1.70618  -0.41
Ge 3.03638 -0.73556 0.07833  0.78
C 3.31530 0.59499 1.52627  -0.39
C 3.07757 -0.00778 2.90048  -0.19
C 4.18661 -2.26805 0.57620  -0.24
C 3.50014 -3.41572 0.46133  -0.36
Ge 1.60574 -2.87841 0.13448  0.91
C 1.04106 -3.77523 -1.53541  -0.34
C 1.87838 -3.33956 -2.72722  -0.17
C 0.51135 -3.09511 1.76229  -0.37
C 0.10640 -4.52670 2.09177  -0.19
C 4.08995 -4.76100 0.51458  -0.23
C 3.29099 -5.88379 0.71133  -0.05
C 3.83720 -7.15586 0.75547  -0.09
C 5.20132 -7.33452 0.59217  -0.11
C 6.01034 -6.22831 0.37627  -0.10
C 5.46098 -4.96141 0.33212  -0.04
H 5.22360 1.11219 -2.57399  0.06
H 5.62396 0.54420 -0.95684  0.06
H 4.38673 1.78319 -1.17569  0.05
H 4.10998 -1.11260 -2.16012  0.05
H 2.90557 0.16428 -2.33313  0.01
H 2.71536 1.49144 1.38056  0.01
H 4.36421 0.88774 1.41415  0.06
H 2.02633 -0.26411 3.03517  0.04
H 3.33564 0.70206 3.68799  0.07
H 3.67448 -0.91145 3.04843  0.06
H 5.24915 -2.23528 0.80693  0.05
H -0.01664 -3.62289 -1.72783  0.04
H 1.18434 -4.84454 -1.35212  0.06
H 1.73161 -2.27872 -2.93565  0.05
H 1.61170 -3.89490 -3.62752  0.07
H 2.94166 -3.49823 -2.53983  0.06
H -0.37718 -2.47824 1.63794  0.01
H 1.09144 -2.66295 2.58139  0.06
H -0.38503 -5.00788 1.24487  0.05
H -0.59950 -4.54305 2.92498  0.07
H 0.96358 -5.13745 2.38317  0.05
H 2.22235 -5.76038 0.83533  0.08
H 3.19188 -8.00915 0.91488  0.10
H 5.63037 -8.32703 0.62089  0.09
H 7.07533 -6.35645 0.23046  0.10
H 6.09818 -4.10985 0.13802  0.10
Cl -5.20217 -2.09440 -4.65210  0.64
C -3.91648 -1.94313 -3.51296  -0.74
C -2.89886 -1.01948 -3.71313  -0.71
Cl -2.91963 -0.03067 -5.12595  0.66
C -1.87394 -0.87890 -2.79169  -0.61
Cl -0.58398 0.22179 -3.09786  0.68
C -1.84616 -1.60575 -1.57703  -0.53
O -0.95938 -1.47734 -0.67331  -0.29
C -2.88734 -2.56611 -1.42916  -0.62
Cl -2.88250 -3.49405 0.02111  0.73
C -3.88720 -2.73019 -2.36668  -0.72
Cl -5.13424 -3.89295 -2.10495  0.66
S 1.23840 2.07531 -1.08501  0.49
C 1.42295 3.63134 -0.29026  -0.67
C 1.03494 3.91394 1.01551  -0.13
C 1.18207 5.19218 1.52623  -0.10
C 1.70930 6.21400 0.75191  -0.12
C 2.10692 5.93426 -0.54904  -0.11
C 1.97045 4.65927 -1.06167  -0.15
H 0.62706 3.12996 1.63852  0.07
H 0.87161 5.38710 2.54501  0.10
H 1.81659 7.21232 1.15603  0.09
H 2.52574 6.71546 -1.17117  0.09
H 2.27842 4.44482 -2.07679  0.09

Values from the calculation:
* lowest unoccupied orbital energy: 2.4 eV
* relative energy (zero: lowest compared OMol25 entry of this formula, charge and spin): 26.2 kcal/mol
* HOMO: -5.00 eV
* Kohn-Sham gap: 0.271 hartree
* total charge: -1

***

This record from OMol25 describes a molecular structure, C47H46N5O8PSZr. The level of theory is ωB97M-V with the def2-TZVPD basis set.

Last column: Löwdin charge in e.
Positions of all 109 atoms, in Å:
Zr 0.02886 -0.42052 0.44427  1.85
O 1.47672 1.02043 4.37199  0.26
C 1.21560 1.09991 3.11111  -0.40
O 0.62863 0.16229 2.56993  -0.07
C 1.56752 2.28036 2.26069  -0.17
C 2.18133 3.44099 2.69558  0.07
C 2.38605 4.45641 1.77076  0.05
C 1.95564 4.26874 0.46635  0.07
C 1.34960 3.06509 0.12816  -0.13
N 1.17024 2.08735 1.00576  0.13
C 0.77145 2.72302 -1.22273  -0.43
O 0.93562 3.51274 -2.25817  0.21
O 0.14880 1.69201 -1.33766  0.04
H 1.94606 1.77200 4.76834  0.16
H 2.49752 3.58293 3.72243  0.14
H 2.86125 5.38314 2.06686  0.15
H 2.08990 5.06867 -0.25138  0.14
H 1.43751 4.32558 -2.10206  0.14
C -3.53292 -3.51343 1.17044  -0.03
C -3.65811 -1.99704 1.32116  -0.39
C -5.04077 -1.59080 1.84030  -0.03
C -2.58587 -1.40052 2.24118  -0.24
C -2.77822 -1.91717 3.66536  -0.04
O -1.50811 -2.49672 3.99601  0.06
C -0.66641 -2.37127 3.00549  -0.31
N -1.11518 -1.73134 1.93720  -0.01
C 0.63561 -2.97492 3.35406  -0.14
C 0.78121 -3.42039 4.67567  0.03
C 1.91611 -4.09993 5.08129  0.00
C 2.92832 -4.36552 4.17351  0.00
C 2.80511 -3.91709 2.86514  -0.04
C 1.67915 -3.21764 2.45608  -0.29
P 1.60455 -2.63573 0.75663  1.06
C 3.25722 -1.99200 0.39802  -0.39
C 4.35497 -2.74215 -0.00726  -0.07
C 5.58725 -2.12640 -0.18319  -0.02
C 5.73317 -0.76300 0.04841  -0.03
C 4.64100 -0.00669 0.45837  -0.06
C 3.41291 -0.62174 0.63457  -0.14
C 1.21291 -4.10008 -0.23262  -0.36
C 1.82866 -4.42253 -1.44287  -0.10
C 1.41269 -5.54124 -2.15388  -0.04
C 0.38278 -6.33715 -1.67115  -0.03
C -0.22925 -6.02571 -0.46116  -0.03
C 0.18518 -4.91549 0.25794  -0.10
H -4.21458 -3.86705 0.39570  0.10
H -3.80734 -4.03746 2.08793  0.10
H -2.51860 -3.81667 0.89762  0.05
H -3.56079 -1.53871 0.34479  0.10
H -5.26347 -2.02331 2.81758  0.09
H -5.81068 -1.94437 1.15528  0.10
H -5.13526 -0.50428 1.92009  0.09
H -2.68538 -0.31815 2.23608  0.11
H -3.51684 -2.70796 3.73850  0.13
H -3.00784 -1.14778 4.39651  0.15
H -0.00571 -3.24772 5.39376  0.14
H 1.99826 -4.43390 6.10729  0.13
H 3.81061 -4.91353 4.47847  0.13
H 3.60373 -4.11201 2.16203  0.11
H 4.26198 -3.80653 -0.18951  0.12
H 6.44210 -2.71347 -0.49419  0.13
H 6.69967 -0.29370 -0.08193  0.13
H 4.75931 1.05444 0.64955  0.12
H 2.55156 -0.03191 0.95583  0.04
H 2.65962 -3.83793 -1.81340  0.08
H 1.91484 -5.80868 -3.07538  0.13
H 0.07302 -7.21606 -2.22211  0.13
H -1.01030 -6.66358 -0.06734  0.13
H -0.27411 -4.69885 1.21600  0.10
O -5.62589 1.43857 -4.48260  0.17
N -4.60308 0.82060 -4.37222  -0.33
O -4.06595 0.13145 -5.21816  0.11
C -3.93499 0.84182 -3.04724  -0.04
C -4.05850 1.95342 -2.30922  0.11
C -3.36061 2.07212 -1.06439  -0.09
C -3.50926 3.17369 -0.20276  0.08
C -2.82211 3.19109 0.99035  0.02
C -1.96939 2.13418 1.29421  -0.10
N -1.79286 1.08754 0.49474  -0.01
C -2.50700 1.04528 -0.66341  -0.16
C -2.39333 -0.13921 -1.46730  -0.16
N -1.58096 -1.12335 -0.99467  -0.03
C -1.57564 -2.30183 -1.60513  -0.09
C -2.38389 -2.56541 -2.70638  0.02
C -3.15468 -1.56024 -3.23871  0.08
C -3.15264 -0.28711 -2.62610  -0.04
H -4.69412 2.75875 -2.65839  0.16
H -4.17674 3.98489 -0.47163  0.15
H -2.94277 4.00382 1.69366  0.13
H -1.42752 2.12992 2.23171  0.12
H -0.92221 -3.06728 -1.20217  0.10
H -2.38969 -3.55812 -3.13792  0.14
H -3.76268 -1.74410 -4.11331  0.14
C 0.16957 -0.31348 -4.37211  -0.08
C 1.02512 -1.47456 -3.88556  -0.33
S 2.05753 -1.11096 -2.45676  1.08
O 1.04132 -0.67772 -1.34441  -0.73
C 2.83992 0.42348 -2.96288  -0.36
C 3.80176 0.14984 -4.11801  -0.08
H -0.60534 -0.68668 -5.04082  0.10
H 0.75576 0.41020 -4.93623  0.09
H -0.31118 0.19968 -3.53745  0.06
H 1.73342 -1.82855 -4.63994  0.11
H 0.44638 -2.34460 -3.56936  0.08
H 3.37095 0.74918 -2.06593  0.09
H 2.05616 1.13608 -3.21551  0.08
H 4.49167 -0.66387 -3.88678  0.09
H 4.39818 1.04308 -4.29828  0.10
H 3.27505 -0.08226 -5.04312  0.08

Values from the calculation:
* lowest unoccupied orbital energy: -11.6 eV
* relative energy (zero: lowest compared OMol25 entry of this formula, charge and spin): 0.0 kcal/mol
* HOMO: -18.46 eV
* Kohn-Sham gap: 0.251 hartree
* total charge: +4